Below is a single C6H5N3 molecule, with properties calculated with ωB97M-V/def2-TZVPD.

Calculated values
LUMO level (spin up / spin down) = -0.882 / -1.459 eV
Relative energy (zero: lowest compared OMol25 entry of this formula, charge and spin) = 5.899 eV
Highest occupied orbital energy (spin up / spin down) = -8.65 / -7.84 eV

Last columns: bonded neighbours and bond lengths (Å).
Element x y z (Å)
1 C 0.47811 -0.88474 -0.22381  C4 1.229, N7 1.281
2 C -1.15577 1.62204 -0.08399  C5 1.345, N8 1.163
3 C -1.55255 -1.91014 0.23727  N7 1.364, N9 1.512, H10 1.092, H11 1.102
4 C 1.33171 -0.00558 -0.13393  C1 1.229, C6 1.430
5 C -1.89582 0.50506 0.03513  C2 1.345, N9 1.190
6 C 2.27877 1.06607 -0.12151  C4 1.430, H12 1.091, H13 1.099, H14 1.090
7 N -0.38081 -1.80636 -0.45327  C1 1.281, C3 1.364
8 N -0.60030 2.63990 -0.16869  C2 1.163
9 N -2.31079 -0.60521 0.13866  C3 1.512, C5 1.190
10 H -2.21101 -2.66222 -0.20321  C3 1.092
11 H -1.49820 -2.03903 1.33079  C3 1.102
12 H 2.83189 1.09610 0.81868  C6 1.091
13 H 1.70864 2.00071 -0.21646  C6 1.099
14 H 2.97615 0.98340 -0.95566  C6 1.090